Below is a molecular structure, C12H10ClF5W, with properties calculated with wB97M-V/def2-TZVPD.

Geometry as XYZ:
```
29
Properties=species:S:1:pos:R:3:mulliken_charge:R:1
C 1.45 -1.76 1.80 -0.3583
C 1.54 -2.01 0.39 -0.5660
C 0.19 -2.09 -0.15 -0.6325
H 2.44 -2.27 -0.14 0.3711
C -0.68 -1.65 0.92 -0.4786
C 0.11 -1.45 2.11 -0.2326
H -0.30 -1.37 3.13 0.5023
H 2.28 -1.81 2.49 0.3810
H -0.12 -2.39 -1.18 0.5181
H -1.78 -1.71 0.92 0.4240
W 0.62 0.09 0.12 1.3643
Cl 2.88 0.49 0.60 -0.4465
C 0.83 1.80 -1.40 -0.3677
C -0.39 1.21 -1.87 -0.1473
C -0.11 -0.10 -2.35 -1.1709
H -1.34 1.74 -1.96 0.5760
C 1.31 -0.24 -2.39 -0.1953
C 1.90 0.92 -1.82 -0.7374
H 2.96 1.17 -1.83 0.5243
H 0.92 2.79 -0.96 0.4098
H -0.86 -0.80 -2.72 0.5147
H 1.84 -1.00 -2.93 0.4882
F -2.48 0.73 -0.26 -0.2557
C -1.62 1.44 0.56 0.0847
F -1.47 2.72 0.08 -0.2970
C -2.35 1.43 1.91 0.5176
F -3.53 2.06 1.79 -0.2661
F -2.58 0.12 2.22 -0.2597
F -1.65 1.95 2.93 -0.2646
```

## Properties
**Kohn-Sham gap (alpha / beta)**: 6.2 / 8.2 eV
**2S+1**: 3
**Energy relative to the best compared isomer or geometry (same formula, charge and spin)**: 0.00 kJ/mol
**LUMO energy (alpha / beta)**: -0.01 / -0.61 eV
**E_tot**: -40538.3362 eV
**Expectation value of S²**: 2.017